Entry 1:
Formula: C19H62NO25P6
Source: the OMol25 dataset
Level of theory: ωB97M-V with the def2-TZVPD basis set

Values from the calculation:
Kohn-Sham gap: 0.345 Ha
Charge: +1

Last column: Mulliken charge in e.
Positions of all 113 atoms, in Å:
N1 -0.874 1.324 -0.437  -0.3376
H1 -0.131 1.973 -0.223  0.3275
H2 -1.741 1.482 0.057  0.3031
H3 -0.482 0.415 -0.236  0.3903
H4 -0.999 1.445 -1.432  0.2942
C1 5.063 3.887 -2.265  -0.6629
O1 4.718 5.061 -1.502  -0.3545
P1 3.206 5.508 -1.272  0.9721
O2 2.313 4.632 -0.465  -0.5842
O3 3.358 6.990 -0.560  -0.3650
C2 2.318 7.930 -0.838  -0.6037
O4 2.698 5.849 -2.801  -0.1806
C3 3.452 6.566 -3.812  -0.8014
H5 5.650 4.253 -3.108  0.2647
H6 4.223 3.243 -2.525  0.3313
H7 5.757 3.335 -1.631  0.2715
H8 2.229 8.206 -1.889  0.2016
H9 2.376 8.806 -0.191  0.2788
H10 1.318 7.524 -0.685  0.3020
H11 3.048 7.520 -4.154  0.2877
H12 3.674 5.866 -4.617  0.2956
H13 4.376 6.832 -3.299  0.3452
C4 7.058 -1.836 0.301  -0.6654
O5 6.097 -2.601 -0.410  -0.3120
P2 4.470 -2.364 -0.174  0.9919
O6 4.007 -0.926 -0.148  -0.6239
O7 3.841 -3.288 -1.368  -0.3262
C5 4.119 -4.666 -1.356  -0.7331
O8 4.106 -3.190 1.204  -0.2684
C6 2.820 -3.480 1.646  -0.6579
H14 7.923 -2.397 0.657  0.2912
H15 6.620 -1.267 1.121  0.2645
H16 7.488 -1.037 -0.303  0.2808
H17 4.807 -5.033 -0.595  0.3310
H18 4.570 -4.964 -2.302  0.3056
H19 3.218 -5.278 -1.403  0.2929
H20 2.080 -2.897 1.098  0.3183
H21 2.739 -3.127 2.674  0.2485
H22 2.597 -4.546 1.609  0.2641
C7 -2.301 5.852 -3.566  -0.6741
O9 -3.123 4.834 -4.031  -0.2224
P3 -2.578 3.586 -4.919  1.0562
O10 -1.628 2.622 -4.252  -0.6708
O11 -3.921 2.838 -5.489  -0.3286
C8 -4.527 1.869 -4.648  -0.6155
O12 -1.936 4.331 -6.205  -0.3564
C9 -2.769 4.944 -7.151  -0.6893
H23 -2.911 6.384 -2.836  0.2482
H24 -2.017 6.481 -4.409  0.2504
H25 -1.441 5.337 -3.139  0.3436
H26 -4.567 0.865 -5.070  0.2619
H27 -5.569 2.113 -4.440  0.2877
H28 -3.989 1.762 -3.706  0.2307
H29 -2.827 4.262 -7.999  0.2722
H30 -2.312 5.877 -7.484  0.2621
H31 -3.739 5.175 -6.711  0.3428
C10 -2.642 -7.652 3.845  -0.6099
O13 -2.488 -6.225 3.814  -0.2476
P4 -1.780 -5.398 5.012  0.8255
O14 -2.580 -5.299 6.258  -0.6922
O15 -1.481 -3.901 4.290  -0.0932
C11 -2.547 -3.001 3.926  -0.6305
O16 -0.337 -6.145 5.181  -0.2718
C12 0.386 -6.078 6.433  -0.7062
H32 -2.702 -7.968 2.803  0.2261
H33 -3.609 -7.979 4.225  0.2809
H34 -1.909 -8.174 4.460  0.2772
H35 -2.445 -2.097 4.526  0.1906
H36 -3.590 -3.296 4.041  0.3060
H37 -2.318 -2.732 2.895  0.2777
H38 0.449 -7.047 6.929  0.2761
H39 -0.167 -5.510 7.181  0.3415
H40 1.396 -5.711 6.247  0.2485
C13 0.052 -0.218 6.878  -0.6599
O17 -0.033 0.966 6.049  -0.3523
P5 1.156 1.225 4.945  0.9972
O18 0.794 0.732 3.606  -0.4986
O19 2.451 0.579 5.617  -0.3164
C14 3.621 0.558 4.842  -0.7880
O20 1.431 2.809 5.000  -0.3055
C15 0.490 3.702 4.545  -0.7373
H41 0.887 -0.857 6.591  0.3092
H42 -0.850 -0.825 6.947  0.2653
H43 0.235 0.137 7.892  0.2839
H44 4.363 1.191 5.329  0.3019
H45 3.572 0.900 3.808  0.3394
H46 4.028 -0.444 4.706  0.2909
H47 0.847 4.623 4.084  0.2903
H48 0.027 4.169 5.414  0.2930
H49 -0.199 3.305 3.800  0.2890
C16 -5.155 -4.569 -4.017  -0.6503
O21 -4.438 -3.698 -3.090  -0.3861
P6 -2.829 -3.734 -3.027  1.0152
O22 -2.197 -2.806 -2.056  -0.6059
O23 -2.355 -3.525 -4.589  -0.3026
C17 -0.963 -3.268 -4.845  -0.5678
O24 -2.554 -5.306 -2.756  -0.2953
C18 -2.372 -5.741 -1.389  -0.6590
H50 -5.872 -3.990 -4.600  0.2844
H51 -5.832 -5.195 -3.437  0.2845
H52 -4.535 -5.203 -4.650  0.3056
H53 -0.868 -2.183 -4.793  0.2111
H54 -0.608 -3.584 -5.826  0.2575
H55 -0.338 -3.682 -4.054  0.2878
H56 -3.306 -6.106 -0.964  0.2580
H57 -2.042 -4.887 -0.798  0.3154
H58 -1.672 -6.575 -1.327  0.2479
C19 -4.884 3.663 0.685  -0.4062
O25 -4.198 2.624 1.337  -0.4745
H59 -5.879 3.360 0.359  0.2526
H60 -4.996 4.577 1.268  0.2934
H61 -4.222 3.914 -0.144  0.0634
H62 -4.348 2.692 2.283  0.2937

Cartesian forces (eV/Å) of the 2 atoms listed first:
0.79 0.06 -0.48
0.17 0.76 0.73

***

Entry 2:
Formula: C5H8O
Source: the OMol25 dataset
Level of theory: ωB97M-V with the def2-TZVPD basis set

Values from the calculation:
Kohn-Sham gap (alpha / beta): 0.281 / 0.267 Ha

Last column: Mulliken charge in e.
Positions of all 14 atoms, in Å:
C1 -1.312 -0.116 1.071  -0.6911
C2 -1.433 0.550 -0.262  -0.5239
C3 -0.201 -0.047 -0.950  0.4838
O1 0.895 0.871 -1.053  -0.4307
C4 1.670 0.089 -0.126  -0.3232
C5 0.455 -0.775 0.253  -0.9809
H1 0.735 -1.155 1.245  0.4279
H2 -0.685 0.491 1.747  0.3003
H3 -1.292 1.616 0.041  0.2222
H4 -2.363 0.371 -0.822  0.3166
H5 -0.415 -0.587 -1.883  0.3217
H6 2.059 0.717 0.691  0.2450
H7 2.502 -0.441 -0.613  0.2404
H8 -0.616 -1.584 0.660  0.3920

Cartesian forces (eV/Å) of the 2 atoms listed first:
4.24 -3.10 -0.99
-0.24 0.91 -1.02

***

Entry 3:
Formula: C57H127N6O
Source: the OMol25 dataset
Level of theory: ωB97M-V with the def2-TZVPD basis set

Values from the calculation:
Kohn-Sham gap: 0.285 Ha
Charge: +5

Last column: Mulliken charge in e.
Positions of all 191 atoms, in Å:
C1 -0.035 -0.439 -0.009  0.0435
O1 -0.227 -1.243 1.132  -0.7409
H1 -0.854 -0.118 -0.653  -0.2838
H2 0.458 0.498 0.250  0.1923
H3 0.678 -0.886 -0.702  -0.3647
C2 -0.700 2.863 -2.463  0.0224
C3 -1.718 3.993 -2.587  -1.0669
C4 -1.577 5.128 -1.584  -0.5534
C5 -0.249 5.855 -1.512  -0.7231
N1 -0.152 6.940 -0.365  0.2913
C6 -1.245 8.017 -0.475  -0.7349
C7 -0.816 8.822 -1.639  -0.5775
C8 0.672 8.961 -1.479  -0.6462
C9 1.161 7.782 -0.709  -0.3423
C10 -0.231 6.416 1.069  -1.1885
H4 -0.688 2.245 -3.361  0.2847
H5 -1.005 2.184 -1.666  -0.1868
H6 0.313 3.162 -2.193  0.0685
H7 -2.720 3.579 -2.475  0.3603
H8 -1.655 4.289 -3.634  0.4527
H9 -1.823 4.831 -0.564  0.1850
H10 -2.377 5.855 -1.724  0.3385
H11 0.072 6.294 -2.457  0.3550
H12 0.535 5.217 -1.106  0.4867
H13 -1.238 8.696 0.378  0.5035
H14 -2.273 7.668 -0.573  0.3552
H15 -1.383 9.752 -1.623  0.4720
H16 -1.048 8.376 -2.606  0.2684
H17 0.873 9.902 -0.967  0.3267
H18 1.108 8.996 -2.477  0.3049
H19 1.598 8.149 0.220  0.3500
H20 1.817 7.055 -1.187  0.2971
H21 0.407 5.543 1.209  0.4828
H22 -1.266 6.166 1.306  0.4113
H23 0.073 7.191 1.772  0.4445
C11 -6.006 -4.240 0.678  -1.5597
C12 -4.571 -4.012 0.121  0.1347
C13 -3.644 -4.435 1.277  -0.6433
C14 -2.148 -4.332 0.658  -1.0315
N2 -1.062 -4.860 1.622  0.5596
C15 0.329 -4.711 1.033  0.4944
C16 0.506 -5.919 0.199  -0.3600
C17 -0.071 -7.070 0.926  -1.0149
C18 -1.179 -6.432 1.719  -0.3390
C19 -1.095 -4.099 2.950  -1.2950
H24 -6.280 -3.593 1.511  0.3040
H25 -6.207 -5.287 0.908  0.4193
H26 -6.801 -3.945 -0.007  0.4491
H27 -4.285 -2.998 -0.159  -0.2386
H28 -4.363 -4.652 -0.737  0.4897
H29 -3.916 -5.423 1.648  0.7839
H30 -3.766 -3.729 2.098  0.3203
H31 -1.859 -3.305 0.432  -0.0086
H32 -2.113 -4.971 -0.224  0.5170
H33 1.020 -4.498 1.849  0.0177
H34 0.347 -3.798 0.438  -0.4600
H35 1.576 -6.024 0.017  0.5841
H36 -0.050 -5.733 -0.720  0.1010
H37 0.612 -7.516 1.649  0.2523
H38 -0.333 -7.849 0.210  0.4098
H39 -0.974 -6.592 2.777  0.3728
H40 -2.210 -6.679 1.465  0.3545
H41 -0.782 -3.074 2.747  0.2345
H42 -0.419 -4.589 3.651  0.6164
H43 -2.021 -4.129 3.524  0.5126
C20 0.123 -2.254 5.459  -0.5008
C21 1.579 -2.287 5.899  -1.0656
C22 2.549 -2.476 4.694  -0.3123
C23 2.595 -1.191 3.811  -0.3394
N3 3.585 -1.282 2.597  0.4693
C24 5.075 -1.282 3.152  -0.6319
C25 5.329 0.193 3.498  -0.7262
C26 4.370 1.051 2.705  -0.6459
C27 3.525 0.113 1.958  1.2469
C28 3.362 -2.423 1.611  -0.8260
H44 -0.196 -1.774 4.534  -0.2804
H45 -0.342 -1.560 6.160  0.4349
H46 -0.367 -3.225 5.529  0.3857
H47 1.723 -3.101 6.610  0.4308
H48 1.907 -1.448 6.514  0.4780
H49 2.206 -3.354 4.146  0.0821
H50 3.493 -2.818 5.118  0.4983
H51 2.923 -0.377 4.458  0.4604
H52 1.644 -1.011 3.310  -0.1743
H53 5.660 -1.685 2.325  0.4074
H54 5.077 -1.919 4.036  0.4278
H55 6.322 0.534 3.204  0.2573
H56 5.347 0.453 4.556  0.3878
H57 4.799 1.754 1.991  0.4289
H58 3.828 1.761 3.330  0.3287
H59 3.836 -0.018 0.922  -0.9037
H60 2.530 0.540 1.829  -0.0923
H61 3.538 -3.329 2.191  0.5373
H62 3.852 -2.390 0.637  0.2204
H63 2.318 -2.350 1.304  0.0165
C29 -3.940 0.451 -7.924  -1.3253
C30 -3.197 -0.809 -7.465  -0.7026
C31 -2.795 -0.782 -6.019  -0.1889
C32 -1.940 -2.151 -5.661  -0.9515
N4 -1.494 -2.115 -4.182  0.7750
C33 -0.419 -1.075 -3.775  -0.1890
C34 0.853 -1.855 -3.454  0.8370
C35 0.299 -3.133 -2.868  0.6533
C36 -0.895 -3.492 -3.745  -1.0290
C37 -2.720 -1.903 -3.242  -1.4483
H64 -3.524 1.379 -7.531  0.3497
H65 -4.940 0.562 -7.506  0.3737
H66 -3.920 0.446 -9.014  0.3622
H67 -2.317 -1.009 -8.076  0.4331
H68 -3.788 -1.692 -7.707  0.3510
H69 -3.784 -0.756 -5.563  0.2688
H70 -2.244 0.117 -5.741  0.3001
H71 -1.048 -2.242 -6.281  0.4822
H72 -2.628 -2.996 -5.691  0.4736
H73 -0.735 -0.543 -2.877  -0.5996
H74 -0.281 -0.376 -4.601  0.7404
H75 1.482 -1.262 -2.790  -1.4911
H76 1.397 -2.000 -4.388  0.5473
H77 -0.067 -2.803 -1.896  -0.8116
H78 0.971 -3.989 -2.808  0.7468
H79 -1.662 -4.001 -3.161  0.3834
H80 -0.528 -4.145 -4.537  0.4126
H81 -2.387 -2.027 -2.211  0.3321
H82 -3.538 -2.590 -3.460  0.4904
H83 -2.998 -0.870 -3.452  0.4439
C38 8.549 1.390 1.052  -1.3669
C39 8.159 0.268 0.138  -0.4320
C40 7.031 0.662 -0.799  -0.5494
C41 6.368 -0.591 -1.470  -0.6963
N5 5.199 -0.247 -2.520  0.3675
C42 5.468 1.120 -3.316  -0.6720
C43 4.121 1.510 -3.901  -0.9386
C44 3.084 1.089 -2.870  0.6403
C45 3.819 0.217 -1.815  -0.2417
C46 4.824 -1.442 -3.413  -1.0137
H84 9.431 1.107 1.626  0.4155
H85 7.873 1.611 1.878  0.2149
H86 8.708 2.391 0.651  0.4115
H87 7.831 -0.544 0.787  0.2954
H88 8.933 -0.133 -0.516  0.4275
H89 7.578 1.213 -1.564  0.4439
H90 6.252 1.289 -0.363  0.3709
H91 5.829 -1.271 -0.812  0.1983
H92 7.147 -1.090 -2.048  0.5484
H93 6.188 0.881 -4.099  0.4491
H94 5.712 1.936 -2.635  0.3748
H95 3.994 1.016 -4.864  0.3990
H96 4.099 2.586 -4.077  0.3707
H97 2.292 0.563 -3.404  -0.4537
H98 2.601 1.959 -2.424  0.1994
H99 3.277 -0.675 -1.498  0.3193
H100 4.070 0.849 -0.963  -0.0893
H101 4.637 -2.123 -2.582  0.4264
H102 5.720 -1.702 -3.977  0.3485
H103 3.901 -1.343 -3.983  0.3757
C47 0.072 2.310 3.866  -0.7463
C48 -1.177 2.075 4.705  -0.8728
C49 -2.536 1.926 4.030  -0.9023
C50 -2.752 0.633 3.214  0.3350
N6 -3.880 0.762 2.109  0.6538
C51 -3.968 -0.585 1.377  0.4123
C52 -4.506 -0.279 -0.020  -0.2263
C53 -4.273 1.151 -0.253  -0.8750
C54 -3.467 1.707 0.928  -0.4766
C55 -5.321 1.022 2.778  -0.8722
C56 -5.831 0.008 3.823  -0.4077
C57 -7.388 0.063 3.864  -1.4719
H104 0.133 1.890 2.862  0.1727
H105 0.901 1.837 4.393  0.1354
H106 0.300 3.374 3.937  0.4497
H107 -1.308 2.912 5.390  0.4818
H108 -0.939 1.203 5.314  0.2832
H109 -2.732 2.796 3.403  0.3539
H110 -3.261 1.901 4.844  0.3260
H111 -2.983 -0.244 3.818  0.7248
H112 -1.912 0.464 2.540  -0.6198
H113 -4.596 -1.346 1.841  0.1919
H114 -3.011 -1.091 1.250  -0.7047
H115 -5.567 -0.530 -0.013  0.5831
H116 -4.110 -0.900 -0.824  -0.4212
H117 -5.238 1.620 -0.444  0.4647
H118 -3.813 1.429 -1.201  0.2981
H119 -3.748 2.753 1.055  0.3346
H120 -2.405 1.617 0.697  0.2982
H121 -5.963 0.950 1.900  0.5949
H122 -5.311 2.068 3.086  0.6037
H123 -5.381 0.427 4.723  0.3509
H124 -5.410 -0.997 3.811  0.3760
H125 -7.724 -0.690 4.577  0.3955
H126 -7.823 -0.109 2.879  0.3687
H127 -7.886 0.950 4.256  0.3793

Cartesian forces (eV/Å) of the 2 atoms listed first:
0.90 -0.95 1.98
-0.46 0.53 -1.35